C35H57BeO3PSi2 | ωB97M-V with the def2-TZVPD basis set

Computed properties:
* largest force on an atom: 4.6 eV/Å
* 2S+1: 1
* gap between HOMO and LUMO: 6.26 eV
* E_tot: -68805.024 eV
* E_HOMO: -6.407 eV

Each line ends with the Löwdin charge.
Element x y z (Å)
O1 -1.48 -2.91 -3.49  -0.07
O2 -2.50 -1.40 -4.94  -0.20
C1 -0.09 -3.34 -3.69  -0.13
C2 0.52 -3.92 -2.44  -0.05
H1 0.46 -2.47 -4.05  0.11
H2 -0.16 -4.07 -4.49  0.13
H3 0.67 -3.17 -1.66  0.07
H4 1.50 -4.33 -2.72  0.10
H5 -0.06 -4.76 -2.04  0.09
C3 -2.21 -2.96 -2.19  -0.13
C4 -3.43 -3.80 -2.40  -0.04
H6 -2.42 -1.92 -1.92  0.13
H7 -1.50 -3.38 -1.47  0.09
H8 -4.10 -3.39 -3.16  0.07
H9 -3.96 -3.90 -1.46  0.10
H10 -3.12 -4.80 -2.70  0.09
C5 -3.24 -0.20 -4.55  -0.19
C6 -2.24 -1.53 -6.35  -0.22
C7 -4.34 -0.54 -3.57  -0.05
H11 -3.65 0.27 -5.44  0.13
H12 -2.51 0.49 -4.08  0.11
H13 -4.81 -1.51 -3.78  0.07
H14 -5.11 0.25 -3.63  0.09
H15 -3.96 -0.58 -2.54  0.07
C8 -3.24 -2.51 -6.93  -0.05
H16 -1.20 -1.87 -6.44  0.13
H17 -2.32 -0.55 -6.84  0.12
H18 -3.38 -3.35 -6.25  0.08
H19 -2.89 -2.88 -7.90  0.08
H20 -4.21 -2.01 -7.09  0.09
H21 -2.00 -2.42 -4.22  0.05
Be1 1.01 1.25 -0.96  0.01
C9 0.07 1.65 -2.17  -0.30
Si1 0.66 1.82 -3.97  0.45
H22 -0.58 2.48 -1.93  -0.01
H23 -0.58 0.75 -2.24  0.00
C10 1.50 0.27 -4.62  -0.18
C11 1.79 3.32 -4.03  -0.19
C12 -0.70 2.13 -5.23  -0.19
C13 2.57 1.78 -1.22  -0.31
Si2 3.93 1.55 0.00  0.42
H24 2.41 2.87 -1.35  0.03
H25 2.92 1.43 -2.21  0.01
C14 5.46 2.18 -0.93  -0.20
C15 4.10 -0.27 0.43  -0.19
C16 3.61 2.60 1.52  -0.19
H26 -0.23 2.50 -6.15  0.03
H27 -1.41 2.89 -4.87  0.04
H28 -1.25 1.21 -5.50  -0.01
H29 2.23 -0.16 -3.92  0.03
H30 2.03 0.50 -5.55  0.03
H31 0.76 -0.50 -4.88  -0.01
H32 2.82 3.08 -3.75  0.02
H33 1.41 4.10 -3.35  0.04
H34 1.78 3.74 -5.05  0.02
H35 3.88 -0.90 -0.44  0.02
H36 3.39 -0.57 1.23  0.02
H37 5.12 -0.49 0.77  0.02
H38 3.45 1.99 2.41  0.02
H39 2.71 3.23 1.39  0.02
H40 4.46 3.27 1.68  0.02
H41 6.25 2.48 -0.22  0.01
H42 5.16 3.05 -1.54  0.02
H43 5.84 1.40 -1.61  0.02
O3 0.91 1.09 1.50  -0.02
C17 0.40 0.45 0.58  -0.27
C18 -0.48 -0.71 0.84  -0.18
C19 0.17 -1.92 0.58  -0.06
C20 -0.42 -3.14 0.94  -0.11
C21 -1.72 -3.15 1.46  -0.11
C22 -2.39 -1.95 1.68  -0.13
C23 -1.77 -0.71 1.46  -0.31
P1 -2.71 0.70 2.19  1.08
C24 -2.15 0.59 3.92  -0.39
C25 -3.10 0.73 4.95  -0.11
C26 -2.71 0.59 6.28  -0.10
C27 -1.38 0.30 6.60  -0.09
C28 -0.43 0.16 5.58  -0.08
C29 -0.81 0.31 4.24  -0.08
C30 -1.94 2.25 1.58  -0.39
C31 -1.09 3.04 2.37  -0.09
C32 -0.37 4.07 1.76  -0.08
C33 -0.60 4.41 0.43  -0.08
C34 -1.61 3.74 -0.29  -0.12
C35 -2.27 2.65 0.28  -0.12
H44 1.18 -1.90 0.17  0.11
H45 0.13 -4.07 0.80  0.10
H46 -2.21 -4.09 1.69  0.10
H47 -3.42 -1.96 2.05  0.09
H48 -4.14 0.94 4.68  0.09
H49 -3.45 0.71 7.07  0.10
H50 -1.08 0.18 7.64  0.10
H51 0.61 -0.07 5.81  0.11
H52 -0.07 0.22 3.45  0.10
H53 -0.97 2.83 3.43  0.10
H54 0.37 4.62 2.34  0.11
H55 -0.01 5.18 -0.06  0.11
H56 -1.83 4.03 -1.32  0.10
H57 -3.00 2.08 -0.30  0.10